No. 1
One molecule with the formula C4H8N2O. Source: OMol25; level of theory: the ωB97M-V functional and the def2-TZVPD basis.

Values from the calculation:
LUMO energy (spin up / spin down) = 0.4877 / 0.5999 eV
ΔE to the lowest compared entry with this formula, charge and spin = 8.662 eV
HOMO (spin up / spin down) = -0.247 / -0.246 hartree

Structure (XYZ):
```
15
C4H8N2O the ωB97M-V functional and the def2-TZVPD basis
C -1.798 -0.310 -1.127
C -1.137 -0.891 -0.048
C 0.904 -0.316 -1.258
C 0.194 1.001 0.600
N -1.130 0.326 -2.024
N 0.259 -0.471 0.042
O -1.193 1.381 -2.608
H -2.766 -0.590 -1.237
H -1.451 -1.880 0.234
H 1.161 -1.107 -1.825
H 1.237 0.667 -1.458
H -0.429 1.581 -0.065
H -0.112 1.058 1.690
H 1.225 1.474 0.451
H 0.722 -0.989 0.809
```

=====

No. 2
A 11-piece molecular cluster, C28H85N7O11 overall. Source: OMol25; level of theory: the ωB97M-V functional and the def2-TZVPD basis.

Values from the calculation:
LUMO energy = 0.2992 eV
SMILES = COC[C@H](C)N.COC[C@H](C)N.COC[C@H](C)N.COC[C@H](C)N.COC[C@H](C)N.COC[C@H](C)N.COC[C@H](C)N.O.O.O.O
ΔE to the lowest compared entry with this formula, charge and spin = 6.052 eV
HOMO = -0.334 hartree

Structure (XYZ):
```
131
C28H85N7O11 the ωB97M-V functional and the def2-TZVPD basis
C 0.647 -1.927 -1.682
O 1.554 -1.206 -0.812
C 1.488 -1.589 0.534
C 2.627 -0.866 1.332
C 2.709 -1.367 2.763
N 2.400 0.523 1.423
H 0.688 -3.002 -1.502
H 1.064 -1.870 -2.688
H -0.394 -1.620 -1.580
H 0.516 -1.184 0.815
H 1.570 -2.648 0.778
H 3.622 -1.040 0.922
H 2.913 -2.437 2.788
H 1.773 -1.404 3.321
H 3.507 -0.977 3.395
H 2.430 0.956 0.511
H 3.170 1.012 1.858
C 8.819 2.883 6.466
O 8.890 3.736 5.298
C 9.490 5.032 5.640
C 9.950 5.773 4.323
C 11.003 4.958 3.561
N 10.495 7.091 4.493
H 8.170 2.037 6.242
H 8.506 3.316 7.416
H 9.818 2.516 6.700
H 8.722 5.492 6.262
H 10.294 4.859 6.355
H 9.039 5.821 3.727
H 11.938 4.776 4.089
H 11.103 5.341 2.545
H 10.670 3.934 3.391
H 9.698 7.629 4.800
H 10.719 7.241 3.519
C 0.940 -5.066 8.245
O 0.255 -5.055 7.036
C -0.501 -6.244 6.723
C -0.684 -6.502 5.189
C -1.609 -5.460 4.412
N -1.272 -7.823 5.158
H 1.716 -4.303 8.296
H 1.361 -6.055 8.426
H 0.249 -4.841 9.058
H 0.136 -7.017 7.153
H -1.438 -6.288 7.277
H 0.286 -6.663 4.719
H -1.048 -4.538 4.265
H -2.639 -5.413 4.765
H -1.723 -5.949 3.444
H -2.248 -7.817 5.419
H -0.832 -8.414 5.848
C -4.434 1.029 -7.387
O -3.469 0.181 -6.848
C -2.412 -0.138 -7.695
C -2.764 -1.361 -8.537
C -2.910 -2.599 -7.607
N -1.692 -1.623 -9.481
H -3.940 1.968 -7.136
H -5.308 1.169 -6.751
H -4.689 0.788 -8.419
H -2.111 0.746 -8.257
H -1.487 -0.306 -7.144
H -3.586 -1.131 -9.214
H -3.220 -3.503 -8.131
H -3.449 -2.413 -6.678
H -1.933 -2.893 -7.225
H -0.880 -1.789 -8.903
H -1.362 -0.845 -10.034
C -4.504 -5.789 -1.688
O -3.717 -6.937 -2.106
C -3.360 -6.877 -3.565
C -2.899 -8.289 -3.940
C -2.647 -8.540 -5.455
N -3.812 -9.284 -3.487
H -5.354 -5.687 -2.363
H -4.065 -4.791 -1.689
H -4.879 -5.995 -0.686
H -4.258 -6.619 -4.126
H -2.552 -6.180 -3.786
H -1.995 -8.503 -3.369
H -3.050 -9.480 -5.831
H -1.597 -8.524 -5.746
H -3.027 -7.772 -6.128
H -4.046 -9.044 -2.534
H -4.652 -9.002 -3.971
C 2.772 8.944 -0.462
O 2.901 7.625 -1.016
C 1.681 6.903 -1.173
C 1.894 5.695 -2.165
C 0.629 5.123 -2.671
N 2.741 4.631 -1.665
H 2.440 8.811 0.567
H 2.080 9.627 -0.954
H 3.671 9.510 -0.219
H 1.220 6.520 -0.263
H 0.941 7.586 -1.591
H 2.407 6.122 -3.026
H 0.024 5.858 -3.203
H 0.036 4.737 -1.842
H 0.834 4.356 -3.417
H 3.147 4.311 -2.533
H 3.578 4.915 -1.176
C -5.866 1.128 -1.850
O -7.099 1.419 -1.152
C -8.029 2.201 -1.931
C -9.388 2.462 -1.184
C -10.398 3.350 -1.908
N -9.270 3.117 0.113
H -5.979 0.294 -2.542
H -5.147 0.894 -1.064
H -5.561 1.936 -2.515
H -7.622 3.184 -2.166
H -8.260 1.796 -2.916
H -9.876 1.499 -1.029
H -10.448 3.023 -2.947
H -10.101 4.397 -1.850
H -11.443 3.314 -1.602
H -10.243 3.102 0.383
H -8.742 2.390 0.574
O -0.956 -0.763 7.015
H -1.222 -0.187 7.731
H -0.542 -1.510 7.448
O 5.338 4.218 3.533
H 4.822 4.534 4.275
H 6.147 3.890 3.925
O -0.640 1.439 3.735
H -0.629 0.885 4.515
H 0.134 1.171 3.239
O 6.120 5.638 -0.097
H 5.471 6.333 -0.204
H 5.930 5.263 0.763
```

=====

No. 3
C39H46BrF10N7O7SSiW as an isolated structure. Source: OMol25; level of theory: the ωB97M-V functional and the def2-TZVPD basis.

Values from the calculation:
LUMO energy (spin up / spin down) = -0.7358 / -0.7339 eV
HOMO (spin up / spin down) = -0.256 / -0.256 hartree

Structure (XYZ):
```
113
C39H46BrF10N7O7SSiW the ωB97M-V functional and the def2-TZVPD basis
W 1.681 0.517 0.095
C 4.578 -0.446 0.195
N 3.274 -1.121 -0.039
C 3.285 -1.738 -1.380
C 2.866 -0.700 -2.429
N 2.583 0.561 -1.758
C 2.647 1.704 -2.557
C 2.007 1.808 -3.792
F 1.273 0.787 -4.257
C 2.020 2.965 -4.550
F 1.345 3.011 -5.698
C 2.691 4.085 -4.093
F 2.687 5.213 -4.800
C 3.376 4.007 -2.894
F 4.073 5.057 -2.460
C 3.375 2.831 -2.166
F 4.155 2.790 -1.080
C 3.034 -2.141 1.001
C 2.809 -1.427 2.303
N 1.942 -0.286 2.028
C 1.575 0.455 3.138
C 0.468 1.294 3.013
F -0.175 1.267 1.822
C -0.008 2.138 3.985
F -1.063 2.919 3.747
C 0.606 2.142 5.225
F 0.165 2.934 6.206
C 1.666 1.285 5.429
F 2.248 1.237 6.632
C 2.142 0.462 4.417
F 3.188 -0.315 4.751
H 5.368 -1.198 0.286
H 4.528 0.157 1.099
H 4.783 0.212 -0.644
H 2.586 -2.573 -1.377
H 4.283 -2.139 -1.573
H 1.994 -1.077 -2.960
H 3.654 -0.559 -3.174
H 3.885 -2.827 1.056
H 2.145 -2.705 0.718
H 3.763 -1.117 2.734
H 2.331 -2.114 3.008
O 2.464 4.000 2.213
C 2.103 3.344 1.259
O 2.522 2.126 1.042
C 1.189 3.966 0.235
C 1.122 5.347 0.237
C 0.338 5.995 -0.697
C -0.377 5.302 -1.648
C -0.289 3.924 -1.654
C 0.459 3.206 -0.704
O 0.426 1.890 -0.649
N -1.044 3.251 -2.735
O -1.931 3.886 -3.276
O -0.694 2.131 -3.064
N 0.259 7.466 -0.687
O 0.937 8.056 0.127
O -0.480 7.993 -1.494
H 1.688 5.899 0.974
H -0.981 5.817 -2.378
S -0.570 -2.197 3.430
C -0.629 -1.652 5.006
N -1.457 -0.710 5.497
C -1.191 -0.386 6.892
C -0.287 -1.559 7.315
N 0.156 -2.078 6.026
H -1.982 -0.129 4.867
H -2.110 -0.348 7.473
H -0.678 0.572 6.990
H -0.846 -2.313 7.875
H 0.556 -1.225 7.918
H 0.636 -2.955 5.924
C -1.267 -4.893 -1.664
C -2.260 -3.980 -0.930
C -1.993 -4.146 0.569
C -3.689 -4.496 -1.207
Si -2.137 -2.173 -1.549
Br -0.082 -1.480 -0.542
C -1.860 -2.012 -3.427
C -0.495 -2.523 -3.903
C -2.954 -2.825 -4.149
C -1.954 -0.549 -3.879
C -3.374 -0.947 -0.784
C -2.898 0.511 -0.843
C -4.697 -1.057 -1.573
C -3.667 -1.278 0.686
H -1.375 -5.906 -1.264
H -0.230 -4.586 -1.509
H -1.457 -4.949 -2.735
H -1.899 -5.216 0.783
H -2.792 -3.763 1.197
H -1.068 -3.673 0.883
H -3.775 -5.507 -0.798
H -3.934 -4.549 -2.265
H -4.447 -3.886 -0.711
H -0.263 -3.540 -3.597
H 0.302 -1.876 -3.548
H -0.483 -2.492 -4.997
H -2.810 -3.899 -4.036
H -2.902 -2.599 -5.219
H -3.965 -2.579 -3.817
H -1.210 0.080 -3.391
H -2.935 -0.106 -3.714
H -1.758 -0.509 -4.956
H -2.703 0.854 -1.856
H -1.998 0.677 -0.253
H -3.695 1.135 -0.426
H -4.595 -0.752 -2.614
H -5.435 -0.393 -1.112
H -5.117 -2.066 -1.556
H -2.763 -1.316 1.299
H -4.203 -2.220 0.801
H -4.309 -0.488 1.086
```

=====

No. 4
One molecule with the formula C22H28N4O4. Source: OMol25; level of theory: the ωB97M-V functional and the def2-TZVPD basis.

Values from the calculation:
LUMO energy = -0.2903 eV
SMILES = CCCCNc1ccc([C@@H](CC(N)=O)NC(=O)c2cc(C)cc(C)c2)cc1[N+](=O)[O-]
ΔE to the lowest compared entry with this formula, charge and spin = 2.579 eV
HOMO = -0.299 hartree

Structure (XYZ):
```
58
C22H28N4O4 the ωB97M-V functional and the def2-TZVPD basis
C 7.960 2.813 1.235
C 6.467 2.541 1.363
C 6.023 1.402 0.448
C 4.530 1.121 0.578
N 4.160 0.043 -0.305
C 2.944 -0.510 -0.398
C 1.853 -0.016 0.351
C 0.608 -0.579 0.278
C 0.357 -1.679 -0.554
C -0.992 -2.354 -0.574
C -1.066 -3.394 0.563
C -0.970 -2.755 1.942
N -2.162 -2.609 2.551
O 0.081 -2.424 2.451
N -2.037 -1.342 -0.514
C -3.343 -1.497 -0.209
O -3.826 -2.515 0.262
C -4.169 -0.275 -0.437
C -3.948 0.587 -1.507
C -4.759 1.696 -1.694
C -4.547 2.623 -2.852
C -5.789 1.936 -0.792
C -6.035 1.083 0.273
C -7.145 1.356 1.241
C -5.220 -0.029 0.436
C 1.393 -2.172 -1.307
C 2.675 -1.610 -1.257
N 3.659 -2.197 -2.081
O 3.339 -3.130 -2.797
O 4.807 -1.750 -2.060
H 8.258 3.626 1.893
H 8.212 3.088 0.213
H 8.533 1.928 1.502
H 5.909 3.446 1.112
H 6.232 2.284 2.398
H 6.580 0.497 0.699
H 6.250 1.660 -0.589
H 3.961 2.026 0.323
H 4.294 0.854 1.616
H 4.890 -0.383 -0.870
H 2.015 0.820 1.011
H -0.188 -0.176 0.885
H -1.099 -2.910 -1.519
H -1.994 -3.957 0.476
H -0.216 -4.065 0.441
H -2.202 -2.171 3.456
H -3.017 -2.795 2.046
H -1.763 -0.447 -0.891
H -3.167 0.381 -2.227
H -4.445 3.650 -2.505
H -3.657 2.354 -3.414
H -5.404 2.584 -3.525
H -6.419 2.803 -0.935
H -7.627 0.429 1.544
H -6.749 1.835 2.137
H -7.890 2.016 0.804
H -5.394 -0.720 1.247
H 1.249 -3.018 -1.962
```

=====

No. 5
One molecule with the formula C4H3NO3. Source: OMol25; level of theory: the ωB97M-V functional and the def2-TZVPD basis.

Values from the calculation:
LUMO energy = 0.1011 eV
SMILES = O=C1O[C@H]2C=NO[C@H]12
ΔE to the lowest compared entry with this formula, charge and spin = 6.289 eV
HOMO = -0.386 hartree

Structure (XYZ):
```
11
C4H3NO3 the ωB97M-V functional and the def2-TZVPD basis
O 2.940 -0.706 -0.062
C 1.840 -0.283 0.105
O 1.317 1.090 -0.034
C -0.070 0.657 0.395
C -1.479 0.724 -0.127
N -1.989 -0.472 -0.106
O -0.967 -1.415 0.223
C 0.248 -0.677 -0.141
H -0.066 0.302 1.477
H -2.198 1.432 -0.501
H 0.424 -0.651 -1.229
```

=====

No. 6
C10H19MgNO as an isolated structure. Source: OMol25; level of theory: the ωB97M-V functional and the def2-TZVPD basis.

Values from the calculation:
LUMO energy = -11.7568 eV
ΔE to the lowest compared entry with this formula, charge and spin = 0.000 eV
HOMO = -0.578 hartree
Charge = +2

Structure (XYZ):
```
32
C10H19MgNO the ωB97M-V functional and the def2-TZVPD basis
C -0.715 -3.670 1.353
C -0.144 -3.205 0.248
C 0.461 -2.669 -1.135
C -0.098 -1.204 -1.589
C -1.576 -0.863 -0.951
N -2.321 0.101 -1.867
O 0.862 -0.111 -1.431
C 1.275 0.078 -0.037
C 0.940 1.600 0.455
C 0.315 2.519 -0.729
C -0.127 1.569 1.699
C 0.538 2.011 3.109
H -1.441 -4.072 2.166
H 0.122 -3.426 -1.950
H 1.637 -2.668 -1.127
H -0.297 -1.290 -2.738
H -1.517 -0.490 0.136
H -2.184 -1.844 -0.986
H -1.661 0.439 -2.602
H -3.042 -0.441 -2.377
H 2.433 -0.072 0.064
H 0.786 -0.637 0.719
H 1.900 2.123 0.841
H 0.247 3.634 -0.389
H 0.926 2.509 -1.703
H -0.794 2.192 -0.885
H -0.964 2.327 1.424
H -0.617 0.535 1.852
H 1.661 1.698 3.075
H 0.511 3.169 3.250
H -0.031 1.474 3.960
Mg 2.881 -1.440 -1.753
```

=====

No. 7
C29H25Cl2N7O2Os as an isolated structure. Source: OMol25; level of theory: the ωB97M-V functional and the def2-TZVPD basis.

Values from the calculation:
LUMO energy (spin up / spin down) = -6.0348 / -8.4953 eV
ΔE to the lowest compared entry with this formula, charge and spin = 0.297 eV
Spin multiplicity = 5
HOMO (spin up / spin down) = -0.496 / -0.529 hartree
Charge = +2
Expectation value of S² = 6.03

Structure (XYZ):
```
66
C29H25Cl2N7O2Os the ωB97M-V functional and the def2-TZVPD basis
Os -0.033 -0.313 0.983
Cl 3.202 -6.039 -0.989
C 2.654 -4.714 -0.086
C 1.649 -3.953 -0.576
C 1.194 -2.839 0.166
N 0.146 -2.044 -0.155
C -0.793 -2.341 -1.172
O -0.542 -2.794 -2.254
C -2.177 -1.984 -0.705
C -3.279 -2.374 -1.437
C -4.539 -2.110 -0.915
C -4.635 -1.474 0.310
C -3.470 -1.117 0.975
N -2.255 -1.368 0.484
C 1.834 -2.508 1.448
C 2.836 -3.305 1.941
C 3.257 -4.398 1.197
Cl 4.488 -5.356 1.814
N 1.305 -1.363 2.042
C 1.673 -0.843 3.282
O 2.378 -1.358 4.102
C 1.141 0.564 3.484
C 1.459 1.267 4.614
C 1.096 2.607 4.691
C 0.456 3.200 3.612
C 0.145 2.434 2.513
N 0.452 1.126 2.458
H 1.216 -4.196 -1.529
H -3.136 -2.875 -2.384
H -5.430 -2.409 -1.454
H -5.598 -1.258 0.760
H -3.520 -0.632 1.947
H 3.289 -3.101 2.893
H 2.001 0.758 5.401
H 1.331 3.188 5.578
H 0.193 4.250 3.619
H -0.358 2.854 1.653
N 1.954 0.870 -0.157
C 2.131 1.002 -1.609
C 1.625 0.044 -2.479
C 1.826 0.170 -3.853
C 2.527 1.256 -4.355
C 3.015 2.221 -3.483
C 2.816 2.097 -2.113
H 2.644 0.230 0.222
H 2.132 1.767 0.277
H 1.093 -0.811 -2.088
H 1.428 -0.587 -4.524
H 2.702 1.351 -5.422
H 3.569 3.072 -3.868
H 3.201 2.859 -1.437
C -1.790 2.834 -3.256
C -1.838 2.302 -1.859
C -2.730 2.524 -0.824
C -2.305 1.731 0.244
N -1.195 1.063 -0.120
N -0.950 1.420 -1.401
C -2.958 1.592 1.584
H -2.412 3.722 -3.337
H -2.170 2.090 -3.961
H -0.772 3.093 -3.555
H -3.599 3.171 -0.848
H -0.143 1.041 -1.880
H -4.034 1.481 1.462
H -2.801 2.482 2.192
H -2.592 0.732 2.138
```

=====

No. 8
C12H20AlAsF6NSSbSi as an isolated structure. Source: OMol25; level of theory: the ωB97M-V functional and the def2-TZVPD basis.

Values from the calculation:
LUMO energy (spin up / spin down) = -2.9036 / -6.2744 eV
ΔE to the lowest compared entry with this formula, charge and spin = 0.108 eV
Spin multiplicity = 2
HOMO (spin up / spin down) = -0.422 / -0.453 hartree
Charge = +1
Expectation value of S² = 0.76

Structure (XYZ):
```
44
C12H20AlAsF6NSSbSi the ωB97M-V functional and the def2-TZVPD basis
Al -0.357 -0.542 -0.713
F 1.109 -0.640 -1.643
As 2.987 -0.951 -0.832
F 3.377 -1.576 -2.350
F 3.288 0.631 -1.355
F 4.439 -1.211 -0.032
F 2.144 -0.293 0.553
F 2.287 -2.470 -0.401
S -3.839 0.563 -3.294
C -2.656 -0.022 -2.455
N -1.751 -0.467 -1.812
C -2.635 1.777 0.754
Si -0.790 1.592 0.803
C -0.039 1.353 2.482
C 0.166 2.583 -0.405
C 1.417 3.123 -0.068
C 2.086 3.939 -0.961
C 1.539 4.189 -2.214
C 0.313 3.641 -2.576
C -0.373 2.846 -1.679
H -2.904 2.727 1.225
H -3.127 0.978 1.310
H -3.027 1.787 -0.263
H -0.092 2.286 3.051
H 1.007 1.056 2.413
H -0.587 0.598 3.047
H 1.859 2.916 0.900
H 3.040 4.369 -0.689
H 2.074 4.814 -2.916
H -0.105 3.841 -3.553
H -1.337 2.435 -1.958
C -0.409 -4.474 -0.456
Sb -0.569 -2.761 0.777
C -2.505 -2.956 1.615
C 0.745 -3.064 2.401
H -0.614 -5.362 0.140
H 0.594 -4.519 -0.868
H -1.139 -4.393 -1.259
H -2.597 -3.945 2.061
H -3.244 -2.841 0.825
H -2.667 -2.198 2.379
H 0.521 -4.030 2.850
H 0.606 -2.275 3.136
H 1.765 -3.050 2.028
```